# 1
66
Properties=species:S:1:pos:R:3:forces:R:3 method="wB97M-V/def2-TZVPD" charge=+1 e_lumo_ev=-5.03 orbital_gap_ev=5.29
C 3.9129 -1.1765 -0.9012 0.1 0.1 0.0
Si 2.3411 -1.0300 -1.8841 -0.7 -0.4 0.4
C 2.0598 0.6050 -2.7220 0.1 0.2 0.0
C 2.1326 -2.4023 -3.1344 0.1 0.0 0.0
O 1.1386 -1.1318 -0.6528 -0.6 -0.3 -0.2
C -0.2159 -1.2396 -0.8694 0.0 2.1 0.3
C -1.0255 -0.1508 -0.6277 1.2 -1.5 -0.3
C -2.4553 -0.1735 -0.9006 -1.5 0.2 0.3
C -3.2523 -1.2831 -0.5268 0.3 0.4 0.0
C -4.5643 -1.4075 -0.9708 0.1 0.2 -0.1
C -5.1248 -0.3961 -1.7608 0.0 0.1 0.2
C -4.4218 0.8022 -1.9572 0.0 0.0 0.0
C -3.1018 0.9245 -1.5187 0.2 -0.8 0.2
C -0.6896 -2.5032 -1.4615 0.1 -0.8 -0.6
C -1.4692 -2.4660 -2.6357 0.3 -0.2 0.3
C -1.7866 -3.6499 -3.2996 0.0 0.1 0.2
C -1.3133 -4.8726 -2.8128 0.0 0.1 0.1
C -0.5435 -4.9150 -1.6453 -0.2 0.0 0.0
C -0.2496 -3.7430 -0.9553 -0.1 0.6 -0.3
H 4.7883 -0.9882 -1.5385 -0.2 0.0 0.2
H 3.9326 -0.4572 -0.0696 0.0 -0.2 -0.2
H 4.0120 -2.1884 -0.4807 0.0 0.3 -0.1
H 2.7983 0.7486 -3.5237 -0.2 0.1 0.2
H 1.0575 0.6410 -3.1725 0.2 0.0 0.1
H 2.1496 1.4381 -2.0126 0.0 -0.1 -0.2
H 2.9720 -2.3842 -3.8438 -0.1 0.0 0.1
H 2.1078 -3.3912 -2.6636 0.0 0.1 -0.1
H 1.2092 -2.2813 -3.7135 0.1 0.0 0.1
H -0.5738 0.7917 -0.3011 0.2 -0.3 -0.4
H -2.7992 -2.0501 0.1075 -0.2 0.1 -0.4
H -5.1376 -2.3007 -0.7065 0.2 0.4 -0.2
H -6.1285 -0.5255 -2.1723 0.3 0.2 0.2
H -4.8983 1.6509 -2.4608 0.2 -0.4 0.1
H -2.5311 1.8443 -1.6738 -0.2 -0.2 -0.2
H -1.8200 -1.4988 -3.0075 0.2 -0.4 0.0
H -2.4089 -3.6007 -4.1951 0.2 -0.1 0.2
H -1.5589 -5.7955 -3.3401 0.1 0.3 0.2
H -0.1674 -5.8633 -1.2615 -0.2 0.2 -0.1
H 0.3260 -3.7554 -0.0264 -0.1 -0.1 -0.4
C -2.3102 1.6991 1.7289 -0.7 -0.7 -0.7
C -1.0778 2.3120 1.2074 1.7 1.5 2.3
N 0.0706 2.3127 1.9022 -1.9 -0.7 -1.6
C 0.9286 3.4206 2.1312 1.1 0.7 0.3
C 0.6817 4.7579 1.8682 0.3 0.1 0.1
C 1.5521 5.7076 2.4368 0.1 -0.5 -0.1
C 2.6449 5.3037 3.2265 -0.2 -0.2 -0.2
C 2.8814 3.9434 3.4743 -0.2 -0.1 -0.3
C 2.0050 2.9966 2.9421 -0.3 1.2 -0.3
C 1.8525 1.5780 3.1554 -0.4 -1.1 0.1
C 0.6371 1.1821 2.5483 0.8 -0.3 1.1
C 0.1867 -0.1224 2.5854 0.1 -0.1 0.0
C 1.0133 -1.0779 3.1977 0.1 0.4 0.1
C 2.2135 -0.6981 3.8217 -0.3 -0.1 -0.1
C 2.6292 0.6382 3.8294 -0.3 0.3 -0.3
H -3.1336 2.2308 1.2323 0.1 -0.3 0.3
H -2.4201 0.6425 1.4714 -0.1 0.1 -0.1
H -2.4221 1.7520 2.8199 0.5 0.2 -0.2
H -1.1593 3.1208 0.4787 0.0 -0.1 0.2
H -0.1631 5.0350 1.2416 0.2 0.2 0.2
H 1.3770 6.7702 2.2727 0.0 -0.3 0.0
H 3.3113 6.0616 3.6523 -0.3 -0.3 -0.2
H 3.7170 3.5902 4.0772 -0.2 0.3 0.0
H -0.7704 -0.3743 2.1424 0.3 -0.3 0.1
H 0.6989 -2.1201 3.2044 0.1 0.3 0.0
H 2.8197 -1.4616 4.3145 -0.2 0.3 -0.2
H 3.5352 0.9750 4.3298 -0.1 -0.3 -0.1

***

# 2
55
Properties=species:S:1:pos:R:3:forces:R:3 method="wB97M-V/def2-TZVPD" charge=-1 e_lumo_ev=-0.37 orbital_gap_ev=1.92
C -1.7612 -3.1376 4.3893 -0.8 1.5 -0.4
C -2.4628 -2.8633 2.9544 2.7 -0.6 -1.7
I -4.5927 -2.4810 2.9687 1.5 -0.3 -0.1
C -1.6749 -2.8805 1.7529 -2.8 -0.1 2.7
I 0.4523 -3.3701 2.0712 -1.3 0.5 -0.6
N -2.2499 -2.5915 0.4181 0.1 -0.5 0.6
C -1.4152 -3.0141 -0.7554 1.0 -0.9 -1.2
O -1.4531 -4.1057 -1.3717 0.1 4.6 2.9
C -0.5204 -1.7200 -0.9662 1.7 3.9 -0.5
C 0.8301 -1.4626 -1.6809 -1.3 1.7 1.2
C 1.5241 -2.7003 -2.4285 -1.0 0.0 -0.1
C 1.8781 -3.9432 -1.4784 0.0 -0.7 -1.4
C 1.9628 -5.2840 -2.3948 -0.3 0.0 0.9
F 0.6237 -5.7622 -2.7211 2.0 0.8 0.4
C 1.4549 -0.0190 -1.6456 -1.9 -0.8 0.8
C 2.8819 0.1096 -2.3795 -0.5 -0.2 0.1
C 4.0438 -0.7224 -1.6313 0.1 -0.4 0.1
F 3.6031 -1.3307 -0.3828 0.4 0.8 -1.9
C 0.7315 1.2005 -0.9440 -0.9 -4.7 -0.4
S 1.5865 2.8146 -1.0565 -2.1 5.3 -3.2
O 0.9161 3.9674 -0.3843 1.4 -3.9 -0.2
O 1.8767 3.2472 -2.4883 0.0 -2.8 3.7
C 3.2559 2.5982 -0.1755 2.3 1.0 2.5
F 4.3467 2.8679 -1.0466 -2.6 -1.3 2.1
F 3.3677 1.3567 0.4959 0.1 2.8 -2.0
F 3.3402 3.5970 0.8478 -0.2 -2.6 -2.7
C -0.6313 0.9354 -0.2449 1.3 -2.7 -1.1
P -1.5843 2.3002 0.6370 -2.0 3.6 -1.3
O -2.0981 3.4304 -0.2813 1.5 -2.9 1.4
C -1.2025 -0.4921 -0.2879 2.4 -1.2 -1.5
C -2.5443 -1.1492 0.2585 -0.6 3.8 -0.1
O -3.5900 -0.4964 0.4309 3.5 -3.3 -0.3
H -2.5241 -2.8981 5.2214 1.2 -0.7 -1.4
H -1.3274 -4.1904 4.4677 -0.7 1.5 -0.1
H -0.9359 -2.3370 4.5118 -1.1 -1.5 -0.2
H 2.4431 -2.4224 -3.0425 -1.3 -0.1 1.0
H 0.7407 -3.0830 -3.1919 1.1 0.6 1.2
H 1.0500 -4.1453 -0.7236 1.4 0.4 -0.9
H 2.9131 -3.7818 -1.0076 -1.7 -0.3 -0.4
H 2.5060 -5.1163 -3.3823 -0.7 -0.2 1.3
H 2.4721 -6.1241 -1.7880 -0.8 1.3 -1.1
H 3.2323 1.1833 -2.5243 -0.8 -1.4 0.3
H 2.7443 -0.3236 -3.4431 0.2 0.7 1.8
H 4.9452 -0.0637 -1.3413 -1.5 -1.1 -0.6
H 4.3482 -1.5885 -2.3283 -0.2 1.3 1.3
H -2.7266 1.7514 1.3440 1.2 -0.3 -0.4
H -0.7222 2.8217 1.6774 -0.2 -0.8 -0.7
C -3.7622 7.1686 1.9720 0.0 0.5 -0.8
C -3.7515 5.6336 1.8027 0.0 1.4 0.6
O -3.7420 5.0949 3.0236 0.1 -1.3 0.2
H -2.8748 7.5255 2.5058 -0.1 -0.2 0.1
H -3.7690 7.6541 0.9860 0.0 0.2 -0.1
H -4.6514 7.5121 2.5116 0.1 -0.2 0.1
H -2.8940 5.4220 1.1325 0.4 -0.3 0.1
H -4.6090 5.4079 1.1372 -0.5 -0.3 0.0

***

# 3
12
Properties=species:S:1:pos:R:3:forces:R:3 method="wB97M-V/def2-TZVPD" spin_multiplicity=2 relative_energy_kcal_mol=50.2 charge=-1 e_lumo_ev="3.48 / 3.44" orbital_gap_ev="2.67 / 5.90"
O -2.1147 -2.0177 1.5083 -1.4 0.1 0.6
C -1.0965 -2.3390 0.8366 0.3 -0.7 -0.7
H -0.2162 -1.7466 0.9250 1.4 0.7 0.1
H -1.1319 -2.9029 -0.1187 -0.3 -0.1 0.0
C 1.1539 0.5390 -1.4339 -1.5 -0.7 -0.6
C 1.2362 2.4887 -0.1795 -1.4 -1.9 -1.2
N 0.5232 1.3940 -0.3834 2.5 3.2 -0.6
H 2.2303 0.7705 -1.5661 -0.5 -0.2 0.0
H 0.9652 -0.5259 -1.1414 0.4 0.8 -0.2
H 0.5905 0.6625 -2.4622 1.0 0.0 2.0
H 0.8594 3.3654 0.4038 0.3 -1.2 -0.1
H 2.1958 2.6289 -0.7632 -0.8 0.1 0.8

***

Copy entry 2 word for word.
55
Properties=species:S:1:pos:R:3:forces:R:3 method="wB97M-V/def2-TZVPD" charge=-1 e_lumo_ev=-0.37 orbital_gap_ev=1.92
C -1.7612 -3.1376 4.3893 -0.8 1.5 -0.4
C -2.4628 -2.8633 2.9544 2.7 -0.6 -1.7
I -4.5927 -2.4810 2.9687 1.5 -0.3 -0.1
C -1.6749 -2.8805 1.7529 -2.8 -0.1 2.7
I 0.4523 -3.3701 2.0712 -1.3 0.5 -0.6
N -2.2499 -2.5915 0.4181 0.1 -0.5 0.6
C -1.4152 -3.0141 -0.7554 1.0 -0.9 -1.2
O -1.4531 -4.1057 -1.3717 0.1 4.6 2.9
C -0.5204 -1.7200 -0.9662 1.7 3.9 -0.5
C 0.8301 -1.4626 -1.6809 -1.3 1.7 1.2
C 1.5241 -2.7003 -2.4285 -1.0 0.0 -0.1
C 1.8781 -3.9432 -1.4784 0.0 -0.7 -1.4
C 1.9628 -5.2840 -2.3948 -0.3 0.0 0.9
F 0.6237 -5.7622 -2.7211 2.0 0.8 0.4
C 1.4549 -0.0190 -1.6456 -1.9 -0.8 0.8
C 2.8819 0.1096 -2.3795 -0.5 -0.2 0.1
C 4.0438 -0.7224 -1.6313 0.1 -0.4 0.1
F 3.6031 -1.3307 -0.3828 0.4 0.8 -1.9
C 0.7315 1.2005 -0.9440 -0.9 -4.7 -0.4
S 1.5865 2.8146 -1.0565 -2.1 5.3 -3.2
O 0.9161 3.9674 -0.3843 1.4 -3.9 -0.2
O 1.8767 3.2472 -2.4883 0.0 -2.8 3.7
C 3.2559 2.5982 -0.1755 2.3 1.0 2.5
F 4.3467 2.8679 -1.0466 -2.6 -1.3 2.1
F 3.3677 1.3567 0.4959 0.1 2.8 -2.0
F 3.3402 3.5970 0.8478 -0.2 -2.6 -2.7
C -0.6313 0.9354 -0.2449 1.3 -2.7 -1.1
P -1.5843 2.3002 0.6370 -2.0 3.6 -1.3
O -2.0981 3.4304 -0.2813 1.5 -2.9 1.4
C -1.2025 -0.4921 -0.2879 2.4 -1.2 -1.5
C -2.5443 -1.1492 0.2585 -0.6 3.8 -0.1
O -3.5900 -0.4964 0.4309 3.5 -3.3 -0.3
H -2.5241 -2.8981 5.2214 1.2 -0.7 -1.4
H -1.3274 -4.1904 4.4677 -0.7 1.5 -0.1
H -0.9359 -2.3370 4.5118 -1.1 -1.5 -0.2
H 2.4431 -2.4224 -3.0425 -1.3 -0.1 1.0
H 0.7407 -3.0830 -3.1919 1.1 0.6 1.2
H 1.0500 -4.1453 -0.7236 1.4 0.4 -0.9
H 2.9131 -3.7818 -1.0076 -1.7 -0.3 -0.4
H 2.5060 -5.1163 -3.3823 -0.7 -0.2 1.3
H 2.4721 -6.1241 -1.7880 -0.8 1.3 -1.1
H 3.2323 1.1833 -2.5243 -0.8 -1.4 0.3
H 2.7443 -0.3236 -3.4431 0.2 0.7 1.8
H 4.9452 -0.0637 -1.3413 -1.5 -1.1 -0.6
H 4.3482 -1.5885 -2.3283 -0.2 1.3 1.3
H -2.7266 1.7514 1.3440 1.2 -0.3 -0.4
H -0.7222 2.8217 1.6774 -0.2 -0.8 -0.7
C -3.7622 7.1686 1.9720 0.0 0.5 -0.8
C -3.7515 5.6336 1.8027 0.0 1.4 0.6
O -3.7420 5.0949 3.0236 0.1 -1.3 0.2
H -2.8748 7.5255 2.5058 -0.1 -0.2 0.1
H -3.7690 7.6541 0.9860 0.0 0.2 -0.1
H -4.6514 7.5121 2.5116 0.1 -0.2 0.1
H -2.8940 5.4220 1.1325 0.4 -0.3 0.1
H -4.6090 5.4079 1.1372 -0.5 -0.3 0.0